9
Properties=species:S:1:pos:R:3 method="wB97M-V/def2-TZVPD" de_lowest_kcal_mol=49.8 orbital_gap_ev=11.350 smiles=c1conn1.Cl spin_multiplicity=1
C 1.568 0.809 0.598
C 1.803 -0.180 -0.344
O 0.722 -0.898 -0.408
N -0.166 -0.426 0.487
N 0.333 0.572 1.062
H 2.244 1.589 1.007
H 2.467 -0.206 -1.221
Cl -4.793 -0.584 -0.017
H -4.178 -0.675 -1.163



88
Properties=species:S:1:pos:R:3 method="wB97M-V/def2-TZVPD" de_lowest_kcal_mol=54.1 orbital_gap_ev=4.006 charge=-1 spin_multiplicity=1
Ba -0.206 0.716 0.227
N -3.828 0.754 -0.451
C -3.464 -0.517 -0.923
N -4.436 -1.394 -1.484
C -4.098 -2.561 -1.917
N -5.072 -3.424 -2.472
N -2.739 -2.983 -1.837
C -1.847 -2.192 -1.328
N -2.325 -0.800 -0.826
C -0.414 -2.636 -1.244
C -0.030 -3.993 -1.749
C 1.252 -4.374 -1.666
C 2.248 -3.453 -1.082
C 1.860 -2.249 -0.643
N 0.626 -1.834 -0.702
H -4.808 1.060 -0.508
H -3.125 1.390 -0.045
H -6.060 -3.129 -2.535
H -4.803 -4.355 -2.818
H -0.763 -4.668 -2.177
H 1.558 -5.352 -2.024
H 3.290 -3.749 -1.009
H 2.571 -1.562 -0.213
N -3.371 -3.234 3.708
C -2.748 -1.988 3.706
C -2.099 -1.484 2.579
N -1.494 -0.270 2.548
C -1.581 0.435 3.696
C -2.234 -0.054 4.814
N -2.828 -1.271 4.842
H -2.735 -3.972 3.427
H -3.729 -3.383 4.648
H -2.056 -2.051 1.657
H -1.111 1.412 3.693
H -2.300 0.525 5.728
C 2.397 -3.717 3.372
N 1.454 -2.967 2.530
C 0.399 -2.338 3.340
C 2.088 -2.022 1.581
C 2.699 -0.787 2.220
C 3.909 -0.871 3.091
C 4.430 0.240 3.639
C 3.811 1.559 3.378
C 2.732 1.647 2.584
C 2.156 0.425 1.975
H 1.871 -4.576 3.840
H 2.801 -3.089 4.193
H 3.226 -4.130 2.759
H -0.141 -3.110 3.929
H -0.344 -1.838 2.682
H 0.825 -1.588 4.042
H 1.302 -1.709 0.859
H 2.862 -2.543 0.977
H 4.392 -1.823 3.278
H 5.313 0.174 4.267
H 4.234 2.453 3.824
H 2.278 2.612 2.385
O -0.442 1.585 -3.180
C -1.266 2.381 -2.630
O -1.531 2.445 -1.389
C -2.002 3.346 -3.542
C -2.932 4.261 -3.017
C -3.612 5.153 -3.850
C -3.362 5.131 -5.227
C -2.442 4.229 -5.773
C -1.768 3.344 -4.928
N -4.073 6.063 -6.107
O -3.829 6.018 -7.323
O -4.883 6.850 -5.592
H -3.117 4.268 -1.943
H -4.323 5.845 -3.408
H -2.234 4.197 -6.839
H -1.048 2.637 -5.341
C 3.316 2.804 0.325
P 3.119 1.671 -1.035
C 3.785 0.119 -0.471
C 4.230 2.241 -2.304
O 1.698 1.562 -1.506
H 4.362 2.857 0.640
H 2.716 2.483 1.181
H 2.994 3.808 0.036
H 4.820 0.236 -0.137
H 3.769 -0.621 -1.277
H 3.198 -0.270 0.365
H 5.254 2.308 -1.926
H 3.932 3.232 -2.659
H 4.225 1.555 -3.156
H -0.349 2.901 1.647



176
Properties=species:S:1:pos:R:3 method="wB97M-V/def2-TZVPD" de_lowest_kcal_mol=0.0 orbital_gap_ev=8.888 charge=-1 spin_multiplicity=1
As 5.298 22.985 4.374
F 6.342 23.672 5.633
F 4.064 24.207 4.593
F 4.251 22.199 3.089
F 6.486 21.724 4.014
F 4.512 21.866 5.615
F 6.031 24.030 3.091
C -0.381 25.068 4.691
O -0.896 24.006 4.732
N 0.859 25.115 4.340
N -1.009 26.178 4.959
H 1.359 25.987 4.239
H 1.365 24.255 4.188
H -1.924 26.094 5.378
H -0.729 27.149 4.937
C 1.139 20.972 5.095
O 0.031 20.481 5.014
N 1.402 22.095 5.717
N 2.220 20.231 4.992
H 0.686 22.787 5.888
H 2.368 22.391 5.714
H 3.143 20.628 5.092
H 2.145 19.249 4.769
C 5.202 24.469 12.142
C 3.751 24.312 11.846
C 3.569 23.649 10.503
O 4.053 24.400 9.415
C 3.885 23.755 8.152
N 3.214 23.455 12.935
H 5.638 24.990 11.290
H 5.784 23.561 12.296
H 5.488 25.099 12.985
H 3.294 25.300 11.898
H 2.522 23.378 10.369
H 4.112 22.704 10.516
H 4.152 22.698 8.154
H 4.381 24.338 7.376
H 2.848 23.875 7.836
H 3.721 22.583 12.878
H 3.660 23.797 13.775
C 3.459 27.747 7.030
C 4.141 27.688 5.630
C 5.656 27.299 5.691
O 6.351 28.375 6.296
C 7.760 28.246 6.262
N 3.448 26.763 4.754
H 2.643 28.468 7.079
H 4.141 28.129 7.790
H 3.109 26.785 7.406
H 4.050 28.671 5.167
H 6.077 27.193 4.691
H 5.765 26.380 6.268
H 8.218 28.343 5.278
H 8.052 27.254 6.606
H 8.253 28.973 6.908
H 3.887 26.794 3.845
H 3.637 25.828 5.083
C 5.219 18.130 6.623
C 4.259 18.087 7.881
C 3.042 19.077 7.846
O 2.470 19.495 9.060
C 1.444 20.453 8.974
N 3.788 16.717 8.100
H 6.120 17.529 6.752
H 5.521 19.148 6.377
H 4.676 17.838 5.725
H 4.884 18.559 8.639
H 2.230 18.734 7.206
H 3.435 19.970 7.360
H 0.909 20.745 9.877
H 0.658 19.991 8.376
H 1.737 21.340 8.412
H 3.155 16.298 7.433
H 3.165 16.833 8.887
C 8.900 22.359 -0.594
C 7.776 23.366 -0.929
C 6.533 22.632 -1.499
O 6.781 22.150 -2.844
C 5.733 21.277 -3.204
N 7.477 24.053 0.361
H 9.123 21.725 -1.452
H 8.460 21.748 0.194
H 9.845 22.874 -0.418
H 8.213 24.073 -1.634
H 5.609 23.211 -1.492
H 6.437 21.678 -0.979
H 6.130 20.969 -4.172
H 4.796 21.678 -3.589
H 5.576 20.510 -2.446
H 7.542 23.461 1.176
H 6.530 24.407 0.352
C 1.933 22.109 -1.104
C 3.126 22.140 -0.182
C 3.413 23.581 0.319
O 2.254 24.243 0.950
C 2.561 25.585 1.262
N 2.867 21.374 0.957
H 1.023 22.663 -0.873
H 1.688 21.073 -1.337
H 2.274 22.344 -2.112
H 4.029 21.787 -0.680
H 3.742 24.109 -0.577
H 4.350 23.614 0.874
H 2.769 26.196 0.383
H 3.356 25.532 2.005
H 1.709 26.007 1.795
H 3.486 21.796 1.635
H 1.947 21.572 1.323
C 7.413 21.712 8.885
C 8.405 22.828 9.111
C 7.760 24.265 9.136
O 8.769 25.102 9.733
C 8.392 26.535 9.837
N 9.146 22.521 10.370
H 6.627 21.728 9.640
H 7.966 20.779 8.777
H 6.892 21.846 7.937
H 9.141 22.775 8.309
H 6.916 24.158 9.818
H 7.457 24.600 8.144
H 7.342 26.525 10.130
H 8.630 27.064 8.913
H 8.902 27.070 10.638
H 9.826 23.264 10.453
H 9.769 21.749 10.184
C 9.389 24.061 3.087
C 9.329 25.515 3.561
C 10.640 26.271 3.163
O 11.767 25.730 3.815
C 12.969 26.576 3.761
N 8.275 26.127 2.783
H 10.274 23.549 3.465
H 9.633 23.988 2.027
H 8.437 23.553 3.238
H 9.196 25.638 4.636
H 10.609 27.292 3.542
H 10.859 26.302 2.096
H 13.883 26.030 3.996
H 12.878 27.428 4.435
H 13.094 27.004 2.767
H 7.385 25.673 2.932
H 8.515 25.994 1.811
C 5.669 19.570 1.541
C 6.143 18.173 1.291
C 7.436 18.171 0.378
O 7.151 18.633 -0.964
C 8.282 18.601 -1.854
N 6.450 17.497 2.574
H 5.236 20.088 0.685
H 6.488 20.216 1.857
H 4.887 19.518 2.298
H 5.301 17.647 0.842
H 7.637 17.103 0.301
H 8.307 18.538 0.922
H 7.998 19.174 -2.736
H 8.438 17.648 -2.360
H 9.188 18.889 -1.320
H 5.720 17.741 3.228
H 6.528 16.490 2.543
C 9.512 18.836 6.443
C 8.706 19.050 5.183
C 9.536 19.913 4.213
O 10.670 19.284 3.712
C 11.401 20.023 2.636
N 8.353 17.761 4.637
H 9.559 19.791 6.966
H 10.540 18.524 6.260
H 9.044 18.008 6.974
H 7.776 19.568 5.419
H 9.766 20.870 4.681
H 8.922 20.194 3.357
H 12.068 19.322 2.135
H 11.963 20.784 3.177
H 10.732 20.516 1.930
H 9.110 17.547 4.003
H 7.705 17.919 3.879



59
Properties=species:S:1:pos:R:3 method="wB97M-V/def2-TZVPD" de_lowest_kcal_mol=20.1 orbital_gap_ev=7.374 charge=-2 spin_multiplicity=1
O 0.140 1.927 0.883
C 0.250 1.142 -0.273
C 0.368 -0.329 0.065
O 0.450 -0.974 -1.122
H 1.115 1.546 -0.846
H -0.575 1.372 -0.966
H -0.479 -0.539 0.581
H 1.262 -0.479 0.749
O -3.595 -1.447 0.429
H -2.960 -1.519 -0.335
H -4.099 -0.605 0.218
O -1.962 -1.454 2.917
H -2.688 -1.697 3.480
H -2.318 -1.262 2.087
O -0.255 4.146 -0.560
H -0.218 3.871 -1.523
H -0.143 3.317 -0.058
O 0.072 0.471 3.110
H -0.540 -0.238 3.256
H 0.019 0.616 2.134
O 1.765 -1.583 3.094
H 2.707 -1.483 2.932
H 1.241 -0.782 2.952
O -0.200 3.135 -3.141
H 0.674 3.357 -2.860
H -0.213 2.190 -3.228
O -0.011 0.487 -3.454
H -0.541 -0.223 -3.800
H 0.284 0.177 -2.612
O -0.241 3.748 2.630
H -0.472 3.169 3.376
H -0.102 3.130 1.877
O 4.151 -1.467 1.799
H 3.486 -1.563 1.152
H 4.442 -2.349 2.032
O -2.916 1.173 -2.052
H -3.775 0.912 -1.790
H -2.346 0.396 -2.190
O 2.702 -0.081 -2.147
H 1.854 -0.126 -1.601
H 2.875 -1.026 -2.366
O 0.647 -2.728 -3.121
H -0.233 -2.878 -3.406
H 0.667 -2.126 -2.310
O 2.460 -2.611 -0.281
H 1.729 -1.936 -0.276
H 2.240 -3.243 0.393
O -0.930 -2.977 0.756
H -0.993 -2.710 1.616
H -0.508 -2.384 0.129
O 2.748 1.615 1.606
H 2.742 1.380 2.524
H 1.784 1.434 1.330
O -1.992 -1.268 -1.722
H -1.884 -2.114 -2.166
H -1.088 -1.122 -1.360
O -2.468 1.601 0.768
H -2.567 1.386 -0.141
H -1.535 1.606 0.826